(1)
Formula: C47H34BCo2F6O7PS
Source: OMol25
Level of theory: wB97M-V/def2-TZVPD

Geometry as XYZ:
```
99
Properties=species:S:1:pos:R:3
C -4.36 0.28 -6.33
C -3.27 -0.38 -5.58
C -2.74 -1.64 -5.76
C -1.70 -1.96 -4.82
C -1.47 -0.93 -3.94
B -0.47 -0.80 -2.56
C 0.78 -0.43 -3.45
C 1.08 0.91 -3.62
C 2.00 1.31 -4.58
C 2.20 2.79 -4.77
F 2.85 3.10 -5.93
F 0.99 3.45 -4.80
F 2.92 3.34 -3.74
C 2.67 0.38 -5.37
C 2.40 -0.96 -5.15
C 3.02 -2.00 -6.04
F 3.32 -3.15 -5.35
F 2.15 -2.37 -7.05
F 4.16 -1.57 -6.65
C 1.49 -1.38 -4.18
O -1.10 0.25 -1.80
C -2.25 -0.37 -1.21
C -2.15 -1.88 -1.53
O -0.79 -2.08 -1.99
S -2.45 0.44 -4.28
H -4.76 -0.43 -7.06
H -5.17 0.59 -5.64
H -3.99 1.17 -6.85
H -3.10 -2.31 -6.53
H -1.17 -2.90 -4.81
H 0.54 1.66 -3.05
H 3.38 0.70 -6.13
H 1.29 -2.44 -4.03
H -2.22 -0.18 -0.12
H -3.19 0.05 -1.62
H -2.35 -2.49 -0.65
H -2.86 -2.16 -2.32
O -0.19 -3.97 -0.19
C -0.33 -2.93 0.31
Co -0.35 -1.52 1.36
C 0.81 -0.82 0.21
O 1.74 -0.61 -0.44
C -1.99 -1.96 1.67
O -3.05 -2.37 1.93
C -0.21 -1.75 3.17
C 0.98 -2.14 2.47
C 1.63 -3.29 2.05
C 3.01 -3.58 2.37
C 3.35 -4.85 2.90
C 4.67 -5.13 3.25
C 5.67 -4.17 3.04
C 5.34 -2.91 2.52
C 4.02 -2.62 2.18
Co 0.93 -0.39 3.09
C 2.46 0.31 2.65
O 3.48 0.85 2.47
C 0.99 -0.15 4.83
O 1.01 0.08 5.96
P -0.39 1.29 2.77
C -0.36 2.25 1.20
C -1.36 3.16 0.86
C -1.34 3.78 -0.40
C -0.26 3.58 -1.26
C 0.81 2.79 -0.85
C 0.78 2.15 0.39
C -2.15 0.87 3.07
C -3.14 0.97 2.09
C -4.46 0.62 2.38
C -4.79 0.16 3.66
C -3.80 0.01 4.63
C -2.48 0.36 4.34
C -0.22 2.72 3.93
C -1.31 3.32 4.58
C -1.12 4.45 5.39
C 0.15 5.01 5.52
C 1.24 4.43 4.86
C 1.06 3.29 4.07
H -0.74 -2.23 3.96
H 1.03 -4.18 1.87
H 2.54 -5.57 3.05
H 4.90 -6.10 3.70
H 6.70 -4.40 3.30
H 6.11 -2.15 2.39
H 3.75 -1.65 1.75
H -2.17 3.38 1.56
H -2.18 4.41 -0.71
H -0.24 4.04 -2.24
H 1.69 2.67 -1.48
H 1.66 1.63 0.75
H -2.89 1.35 1.10
H -5.22 0.69 1.60
H -5.83 -0.10 3.88
H -4.05 -0.37 5.62
H -1.70 0.25 5.10
H -2.32 2.92 4.46
H -1.97 4.88 5.91
H 0.30 5.89 6.14
H 2.24 4.86 4.95
H 1.91 2.85 3.55
```

Its spin multiplicity is 1. The calculation puts the HOMO energy at -6.61 eV. As for the frontier orbital gap: 4.32 eV. The LUMO energy comes out at -2.3 eV.

(2)
Formula: C4H11NP
Source: OMol25
Level of theory: wB97M-V/def2-TZVPD

Geometry as XYZ:
```
17
Properties=species:S:1:pos:R:3
C 0.33 -0.60 -0.64
C 0.75 -2.54 0.70
C -0.79 -0.68 1.35
C -0.56 2.98 -1.43
N 0.15 -1.27 0.44
P 0.68 2.25 -0.29
H 1.03 -0.88 -1.44
H 1.53 -2.82 -0.01
H 0.03 -3.34 0.63
H 1.04 -2.49 1.87
H -1.75 -1.19 1.34
H -1.10 0.32 1.28
H -0.57 -0.69 2.42
H -1.25 3.72 -0.96
H -1.03 2.02 -1.63
H -0.07 3.28 -2.38
H 1.57 1.92 -1.24
```

Its spin multiplicity is 1. The calculation puts the HOMO energy (alpha / beta) at -13.42 / -13.40 eV. The charge is +1. As for the frontier orbital gap (alpha / beta): 7.47 / 7.44 eV. The LUMO energy (alpha / beta) comes out at -6.0 / -6.0 eV.

(3)
Formula: C4H8N
Source: OMol25
Level of theory: wB97M-V/def2-TZVPD

Geometry as XYZ:
```
13
Properties=species:S:1:pos:R:3
C -0.38 1.00 0.94
C -0.43 -0.02 0.01
C -1.75 -0.58 -0.43
C 1.89 -0.18 -0.29
N 0.58 -0.38 -0.83
H 0.63 1.41 1.27
H -2.50 -0.35 0.46
H -1.34 1.32 1.48
H -1.72 -1.71 -0.63
H -1.95 -0.14 -1.49
H 1.98 -0.01 0.79
H 2.43 0.68 -0.78
H 2.55 -1.04 -0.52
```

Its spin multiplicity is 1. The calculation puts the HOMO energy at -16.09 eV. The charge is +1. As for the frontier orbital gap: 7.59 eV. The LUMO energy comes out at -8.5 eV.

| no. | maximum force (eV/Å) |
| --- | --- |
| 1 | 4.7 |
| 2 | 3.8 |
| 3 | 3.2 |